Entry 1:
The following is a quantum chemistry calculation of a structure of composition C35H53Cl2GdN2OP at a distorted geometry, from OMol25.

Values from the calculation:
Kohn-Sham gap (alpha / beta): 3.84 / 7.49 eV
2S+1: 8
maximum force: 2.52 eV/A
net charge: -1

Geometry as XYZ:
```
95
C35H53Cl2GdN2OP, DFT ωB97M-V/def2-TZVPD
P -0.122 0.747 -2.325
C -1.767 0.234 -3.008
C -2.263 1.087 -4.174
C -3.712 0.706 -4.512
C -3.857 -0.799 -4.765
C -3.304 -1.650 -3.614
C -1.853 -1.272 -3.287
C 1.301 0.122 -3.320
C 1.208 0.513 -4.785
C 2.529 0.151 -5.480
C 2.880 -1.329 -5.286
C 2.882 -1.755 -3.812
C 1.564 -1.380 -3.126
C -0.058 2.610 -2.345
C -1.182 3.204 -1.480
C -1.173 4.734 -1.591
C 0.186 5.334 -1.215
C 1.341 4.678 -1.979
C 1.303 3.150 -1.889
H -2.418 0.428 -2.130
H -1.615 0.935 -5.051
H -2.213 2.157 -3.928
H -4.043 1.275 -5.390
H -4.350 0.990 -3.662
H -4.909 -1.045 -4.938
H -3.315 -1.057 -5.685
H -3.913 -1.481 -2.713
H -3.362 -2.715 -3.868
H -1.490 -1.836 -2.415
H -1.204 -1.536 -4.137
H 2.164 0.638 -2.865
H 3.328 0.769 -5.042
H 1.003 1.589 -4.893
H 0.370 -0.024 -5.259
H 2.461 0.394 -6.546
H 3.857 -1.541 -5.736
H 2.142 -1.938 -5.823
H 3.056 -2.836 -3.723
H 3.701 -1.245 -3.283
H 1.607 -1.627 -2.058
H 0.737 -1.973 -3.539
H -0.216 2.901 -3.403
H -2.166 2.815 -1.778
H -1.062 2.904 -0.424
H -1.396 4.997 -2.634
H -1.970 5.159 -0.969
H 0.350 5.209 -0.137
H 0.181 6.410 -1.417
H 2.308 5.048 -1.615
H 1.262 4.946 -3.039
H 2.122 2.725 -2.484
H 1.502 2.833 -0.855
Gd -0.003 0.147 0.431
Cl 2.504 0.557 -0.179
Cl -2.499 0.659 0.631
C -0.387 -1.998 -0.134
H -1.486 -2.142 -0.191
C 0.375 -3.179 -0.069
C 1.821 -3.171 0.023
C 2.532 -4.359 0.020
C 1.847 -5.585 -0.028
C 0.443 -5.620 -0.070
C -0.289 -4.446 -0.089
H 2.314 -2.199 0.092
H 3.628 -4.328 0.059
H -0.080 -6.584 -0.087
H -1.376 -4.442 -0.113
H 2.413 -6.509 -0.018
C -2.375 -2.007 7.783
C -1.014 -1.469 8.161
N -0.440 -0.532 7.196
C -0.458 0.892 7.575
C 0.583 1.189 8.650
C -0.085 -1.046 5.982
O -0.318 -2.224 5.676
C 0.584 -0.129 4.997
C 1.526 0.869 5.302
C 2.008 1.683 4.277
C 1.556 1.435 2.977
N 0.643 0.474 2.686
C 0.226 -0.361 3.676
H -3.104 -1.197 7.647
H -2.712 -2.649 8.600
H -2.299 -2.599 6.860
H -1.037 -0.932 9.116
H -0.303 -2.313 8.231
H -0.311 1.544 6.707
H -1.462 1.104 7.980
H 1.590 0.906 8.318
H 0.583 2.261 8.874
H 0.364 0.630 9.568
H 1.848 1.032 6.325
H 2.699 2.506 4.456
H 1.965 1.981 2.131
H -0.426 -1.201 3.405
```



Entry 2:
The following is a quantum chemistry calculation of a structure of composition C35H53N4NiOP2 at a distorted geometry, from OMol25.

Values from the calculation:
Kohn-Sham gap (alpha / beta): 6.72 / 6.43 eV
2S+1: 3
maximum force: 6.12 eV/A
net charge: +1

Geometry as XYZ:
```
96
C35H53N4NiOP2, DFT ωB97M-V/def2-TZVPD
C -0.494 -1.428 -2.468
C -0.148 0.812 -2.108
C -0.950 -1.185 -3.759
C -0.395 1.115 -3.469
C -0.808 0.083 -4.311
H -1.406 -2.009 -4.299
H -0.310 2.132 -3.840
H -1.072 0.267 -5.343
N 0.096 -0.466 -1.749
P 0.308 -2.810 -0.247
P -0.059 2.950 0.280
C -0.816 -2.681 -1.710
H -1.839 -2.614 -1.333
H -0.780 -3.530 -2.370
C 0.039 1.139 1.673
O 0.376 1.097 2.856
C -0.722 1.722 -0.984
H -1.284 2.400 -1.629
C -1.616 4.226 0.250
C 1.645 3.828 0.628
C -0.711 -3.660 1.071
C 1.667 -3.845 -1.005
C -2.387 3.840 1.505
H -1.788 3.940 2.416
H -3.261 4.498 1.595
H -2.765 2.812 1.447
C -1.192 5.693 0.287
H -0.554 5.956 1.132
H -0.707 6.000 -0.647
H -2.101 6.305 0.376
C -2.550 4.110 -0.967
H -3.395 4.797 -0.805
H -2.059 4.422 -1.900
H -3.002 3.119 -1.092
C 1.562 4.427 2.038
H 1.414 3.638 2.784
H 2.499 4.948 2.282
H 0.753 5.150 2.160
C 2.740 2.765 0.618
H 2.503 1.956 1.313
H 2.876 2.337 -0.379
H 3.702 3.199 0.929
C 1.943 4.854 -0.462
H 1.230 5.681 -0.479
H 2.944 5.286 -0.311
H 1.931 4.374 -1.448
C 2.621 -4.298 0.104
H 3.482 -4.798 -0.364
H 3.009 -3.455 0.691
H 2.158 -5.021 0.789
C 2.428 -2.972 -2.017
H 1.771 -2.601 -2.813
H 2.910 -2.114 -1.540
H 3.216 -3.585 -2.480
C 1.149 -5.071 -1.782
H 2.029 -5.642 -2.113
H 0.528 -5.738 -1.176
H 0.592 -4.790 -2.683
C -2.066 -2.939 1.246
H -2.732 -3.095 0.387
H -2.572 -3.354 2.134
H -1.937 -1.856 1.401
C 0.041 -3.590 2.413
H 0.120 -2.559 2.786
H -0.521 -4.172 3.162
H 1.051 -4.016 2.354
C -0.971 -5.124 0.698
H -1.453 -5.221 -0.285
H -0.058 -5.732 0.724
H -1.661 -5.552 1.442
Ni 0.827 -0.788 0.424
N -0.750 0.307 0.934
C -1.427 0.977 -0.077
C -2.839 0.692 -0.180
C -3.573 0.550 1.014
C -3.522 0.673 -1.420
C -4.956 0.416 0.970
H -3.051 0.644 1.964
C -4.906 0.491 -1.436
H -2.967 0.813 -2.350
C -5.633 0.370 -0.246
H -5.502 0.347 1.902
H -5.416 0.446 -2.396
H -6.712 0.230 -0.288
C 3.044 -1.394 3.252
C 3.493 -1.014 1.909
N 2.758 -0.729 0.822
C 3.671 -0.354 -0.181
C 4.925 -0.425 0.326
N 4.787 -0.836 1.630
H 3.916 -1.673 3.858
H 2.523 -0.565 3.749
H 2.369 -2.257 3.217
H 3.346 -0.071 -1.167
H 5.869 -0.218 -0.144
H 5.533 -0.985 2.305
```



Entry 3:
The following is a quantum chemistry calculation of a cluster of 7 separate species, C35H53O16P in total at a distorted geometry, from OMol25.

Values from the calculation:
energy relative to the best compared isomer or geometry (same formula, charge and spin): 2.1067 eV
Kohn-Sham gap: 7.89 eV
structure (SMILES): COP(=O)(OC)OC.Oc1ccc(O)cc1.Oc1ccc(O)cc1.Oc1ccc(O)cc1.Oc1ccc(O)cc1.COCCOC.COCCOC
maximum force: 4.45 eV/A

Geometry as XYZ:
```
105
C35H53O16P, DFT ωB97M-V/def2-TZVPD
C -35.449 6.917 -22.448
O -34.741 8.106 -22.242
P -33.272 8.385 -22.959
O -32.196 7.422 -22.527
O -33.498 8.327 -24.530
C -32.457 8.203 -25.458
O -33.062 9.964 -22.728
C -32.428 10.553 -21.557
H -36.469 7.084 -22.794
H -35.550 6.287 -21.564
H -35.047 6.206 -23.170
H -31.539 7.845 -24.993
H -32.282 9.163 -25.943
H -32.764 7.433 -26.166
H -33.010 11.401 -21.195
H -31.441 10.998 -21.684
H -32.483 9.898 -20.688
O -27.294 14.542 -21.594
C -26.163 15.243 -21.569
C -24.912 14.620 -21.563
C -23.729 15.323 -21.509
C -23.756 16.730 -21.556
O -22.534 17.374 -21.587
C -25.033 17.387 -21.478
C -26.200 16.596 -21.590
H -28.051 15.079 -21.351
H -24.827 13.544 -21.603
H -22.798 14.777 -21.464
H -22.490 18.307 -21.366
H -25.052 18.457 -21.333
H -27.187 17.029 -21.533
O -27.682 10.926 -27.566
C -27.773 11.264 -26.254
C -28.522 10.431 -25.430
C -28.913 10.866 -24.170
C -28.294 11.930 -23.601
O -28.419 12.221 -22.283
C -27.479 12.751 -24.384
C -27.333 12.462 -25.741
H -27.858 9.986 -27.643
H -28.888 9.510 -25.860
H -29.540 10.246 -23.546
H -28.018 13.048 -22.008
H -27.047 13.660 -23.992
H -26.819 13.114 -26.431
O -27.033 11.544 -30.152
C -26.709 12.779 -30.528
C -25.890 13.495 -29.624
C -25.689 14.846 -29.954
C -26.160 15.387 -31.114
O -25.736 16.607 -31.643
C -26.980 14.629 -31.960
C -27.257 13.344 -31.622
H -27.326 11.400 -29.249
H -25.538 13.181 -28.652
H -25.042 15.513 -29.403
H -26.072 16.791 -32.523
H -27.330 14.950 -32.930
H -27.789 12.684 -32.291
O -28.804 8.378 -28.539
C -28.023 7.333 -28.839
C -27.341 7.270 -30.053
C -26.544 6.147 -30.336
C -26.275 5.255 -29.333
O -25.397 4.250 -29.531
C -26.861 5.303 -28.118
C -27.728 6.345 -27.854
H -29.754 8.273 -28.456
H -27.389 8.057 -30.791
H -26.132 6.063 -31.331
H -25.410 3.616 -28.811
H -26.862 4.485 -27.412
H -28.255 6.349 -26.911
C -24.548 8.100 -22.349
O -25.318 7.205 -23.085
C -26.034 7.729 -24.177
C -25.080 7.594 -25.423
O -24.060 8.561 -25.342
C -24.492 9.894 -25.657
H -25.050 8.976 -21.939
H -23.640 8.502 -22.798
H -24.138 7.587 -21.479
H -26.469 8.708 -23.979
H -26.897 7.106 -24.410
H -25.616 7.752 -26.359
H -24.606 6.618 -25.521
H -24.935 10.487 -24.857
H -25.156 9.915 -26.521
H -23.576 10.409 -25.946
C -26.578 16.645 -25.120
O -25.838 16.396 -26.277
C -24.429 16.202 -26.113
C -24.179 14.798 -25.482
O -24.377 13.758 -26.436
C -23.322 13.589 -27.349
H -26.054 17.168 -24.320
H -27.032 15.738 -24.722
H -27.395 17.277 -25.469
H -23.912 17.015 -25.604
H -24.004 16.293 -27.113
H -24.930 14.725 -24.697
H -23.169 14.748 -25.074
H -23.276 12.533 -27.616
H -22.401 13.667 -26.772
H -23.203 14.183 -28.254
```